1.
C15H22N13O3STi | ωB97M-V with the def2-TZVPD basis set

The geometry in XYZ format:
```
55
Properties=species:S:1:pos:R:3:nbo_charge:R:1
Ti 0.66 -0.08 0.36 1.567
N 4.41 -0.36 3.10 -0.816
C 3.28 -0.51 2.31 0.269
S 1.76 -0.20 3.03 -0.354
N 3.45 -0.96 1.11 -0.407
N 2.38 -1.00 0.30 -0.449
C 2.53 -1.63 -0.87 -0.036
C 1.62 -1.34 -1.89 0.106
C 1.66 -1.93 -3.17 -0.244
C 0.77 -1.54 -4.14 -0.190
C -0.13 -0.50 -3.85 -0.351
C -0.11 0.06 -2.58 0.105
N 0.67 -0.38 -1.59 -0.668
H 4.28 0.30 3.85 0.386
H 5.25 -0.21 2.56 0.380
H 3.41 -2.24 -1.05 0.203
H 2.42 -2.68 -3.37 0.211
H 0.76 -2.00 -5.12 0.203
H -0.80 -0.11 -4.60 0.206
H -0.75 0.89 -2.34 0.216
C -0.60 -2.47 2.00 -0.278
O -0.15 -2.17 0.68 -0.564
C -0.95 -2.75 -0.32 -0.068
C -2.31 -2.07 -0.48 -0.081
O -2.11 -0.70 -0.72 -0.527
C -3.28 0.06 -0.57 -0.072
C -3.00 1.55 -0.79 -0.068
O -1.65 1.83 -0.58 -0.532
C -1.37 3.21 -0.64 -0.247
H -0.81 -3.55 2.09 0.160
H -1.50 -1.89 2.25 0.221
H 0.20 -2.18 2.69 0.247
H -1.11 -3.82 -0.11 0.179
H -0.39 -2.64 -1.26 0.215
H -2.91 -2.20 0.44 0.183
H -2.86 -2.53 -1.32 0.172
H -3.69 -0.09 0.44 0.201
H -4.04 -0.27 -1.31 0.160
H -3.63 2.14 -0.10 0.183
H -3.28 1.85 -1.82 0.154
H -1.73 3.64 -1.59 0.159
H -0.29 3.31 -0.58 0.217
H -1.85 3.74 0.19 0.180
N 0.51 2.78 2.17 -0.592
C 1.53 2.59 1.28 0.472
N 2.62 3.34 1.17 -0.385
N 3.27 2.85 0.12 -0.094
N 2.63 1.86 -0.39 -0.086
N 1.50 1.65 0.30 -0.575
C -0.52 1.88 2.29 0.475
N -1.58 2.08 3.07 -0.378
N -2.36 1.03 2.85 -0.108
N -1.83 0.24 1.99 -0.140
N -0.65 0.73 1.60 -0.547
H 0.67 3.38 2.96 0.426
```

Values from the calculation:
**ΔE to the lowest compared entry with this formula, charge and spin**: 189.4 kJ/mol
**Net charge**: -1
**HOMO-LUMO gap (alpha / beta)**: 5.41 / 6.80 eV
**2S+1**: 3
**E_HOMO (alpha / beta)**: -2.8 / -4.3 eV
**<S²>**: 2.0178


2.
C48H49Br4Cl2N2O10PS | ωB97M-V with the def2-TZVPD basis set

The geometry in XYZ format:
```
117
Properties=species:S:1:pos:R:3:mulliken_charge:R:1
C -5.86 -2.42 -0.82 -0.914
C -4.83 -3.51 -1.21 -0.472
C -3.48 -3.17 -0.54 -1.722
Br -2.03 -4.37 -1.10 -0.157
C -3.10 -1.71 -0.74 -0.645
C -2.90 -1.14 -2.01 1.359
C -3.04 -1.91 -3.32 -1.192
C -4.31 -1.63 -4.11 0.298
O -4.48 -2.15 -5.19 -0.609
O -5.32 -0.83 -3.59 -0.442
C -2.52 0.19 -2.07 1.045
C -2.26 0.83 -3.44 -0.881
Br -2.76 2.75 -3.44 -0.118
C -0.76 0.74 -3.88 -0.163
C 0.14 -0.08 -2.95 -1.256
Br -0.68 -0.16 -5.65 -0.091
C -2.35 0.98 -0.95 -0.313
C -2.53 0.42 0.30 -0.494
C -2.90 -0.91 0.37 1.008
S -3.05 -1.53 2.04 -0.577
C -1.61 -0.71 2.72 0.481
C -0.75 -1.36 3.54 -0.975
C 0.39 -0.73 4.03 0.692
C 1.27 -1.64 4.87 -1.111
C 2.00 -2.63 3.90 -0.646
C 3.22 -2.02 3.18 -0.597
C 2.91 -1.50 1.78 -0.269
N 4.15 -1.23 1.00 0.252
C 4.29 -2.08 -0.18 -1.054
C 4.34 0.17 0.73 0.040
C 3.64 0.90 -0.42 -0.138
O 5.11 0.80 1.42 -0.557
C 0.63 0.61 3.73 -0.524
C 1.85 1.26 4.35 0.047
Cl 2.88 2.22 3.25 0.089
C 1.55 1.95 5.74 0.256
C 1.54 0.92 6.89 -1.253
Cl 2.69 3.25 6.14 -0.168
C -0.30 1.26 2.86 1.014
P -0.24 3.01 2.21 -0.115
O 0.97 3.06 1.07 -0.097
Br 0.28 4.46 3.85 -0.257
C -1.40 0.60 2.35 -0.155
N -2.35 1.17 1.49 -0.440
H -5.65 -2.15 0.23 0.260
H -5.74 -1.51 -1.40 0.163
H -6.87 -2.82 -0.92 0.415
H -4.73 -3.60 -2.30 0.281
H -5.21 -4.47 -0.84 0.513
H -3.64 -3.38 0.52 0.836
H -2.17 -1.67 -3.94 0.097
H -2.99 -2.99 -3.15 0.666
H -5.37 -0.05 -4.16 0.344
H -2.86 0.38 -4.22 0.429
H -0.31 1.72 -4.00 0.706
H -0.02 -1.15 -3.03 0.278
H 1.17 0.08 -3.30 0.520
H 0.12 0.27 -1.91 0.187
H -2.08 2.03 -0.98 0.374
H -0.95 -2.40 3.80 0.542
H 2.02 -1.15 5.47 0.022
H 0.65 -2.24 5.55 0.437
H 2.22 -3.56 4.42 0.462
H 1.27 -2.90 3.12 0.493
H 3.67 -1.24 3.80 0.117
H 3.96 -2.82 3.05 0.366
H 2.35 -0.55 1.83 -0.401
H 2.28 -2.18 1.19 0.681
H 3.95 -3.10 -0.01 0.406
H 3.77 -1.68 -1.07 0.308
H 5.35 -2.09 -0.45 0.341
H 4.36 1.63 -0.79 0.150
H 3.36 0.27 -1.27 0.358
H 2.76 1.46 -0.09 -0.086
H 2.51 0.43 4.62 -0.264
H 0.51 2.29 5.68 0.392
H 2.47 0.35 6.95 0.334
H 0.72 0.23 6.66 0.226
H 1.25 1.42 7.82 0.445
H 1.62 3.70 1.40 0.092
H -2.12 2.11 1.17 0.351
O -4.66 7.34 -4.04 -0.546
C -4.68 6.69 -5.06 0.220
C -5.42 7.17 -6.26 -0.375
C -5.44 6.46 -7.38 -0.389
C -4.74 5.16 -7.49 0.228
O -4.76 4.51 -8.51 -0.532
C -4.00 4.68 -6.29 -0.143
C -3.98 5.39 -5.16 -0.252
H -5.93 8.12 -6.16 0.409
H -5.97 6.79 -8.27 0.409
H -3.49 3.73 -6.38 0.500
H -3.45 5.06 -4.28 0.354
O 2.94 6.32 -4.34 -0.556
C 3.20 5.82 -3.27 0.253
C 2.14 5.25 -2.40 -0.638
C 2.42 4.71 -1.22 -0.083
C 3.82 4.65 -0.72 0.467
O 4.07 4.15 0.36 -0.469
C 4.88 5.22 -1.58 -0.488
C 4.59 5.76 -2.77 -0.392
H 1.12 5.31 -2.79 0.579
H 1.67 4.29 -0.58 0.577
H 5.89 5.16 -1.20 0.455
H 5.36 6.18 -3.41 0.409
O 4.09 -10.26 3.36 -0.542
C 3.54 -9.18 3.41 0.314
C 4.28 -7.97 3.84 -0.418
C 3.68 -6.78 3.89 -0.205
C 2.25 -6.62 3.51 0.316
O 1.71 -5.54 3.56 -0.385
C 1.52 -7.83 3.08 -0.414
C 2.12 -9.02 3.03 -0.373
H 5.32 -8.10 4.11 0.417
H 4.20 -5.88 4.20 0.440
H 0.48 -7.70 2.82 0.433
H 1.60 -9.92 2.72 0.397
```

Values from the calculation:
**HOMO-LUMO gap**: 6.78 eV
**2S+1**: 1
**E_HOMO**: -8.6 eV
**SMILES**: CC[C@@H](Br)c1c(CC(=O)O)c([C@@H](Br)[C@@H](C)Br)cc2c1Sc1cc(CCCCN(C)C(C)=O)c([C@@H](Cl)[C@@H](C)Cl)c(P(O)Br)c1N2.O=C1C=CC(=O)C=C1.O=C1C=CC(=O)C=C1.O=C1C=CC(=O)C=C1


3.
C21H27N5O3 | ωB97M-V with the def2-TZVPD basis set

The geometry in XYZ format:
```
56
Properties=species:S:1:pos:R:3:nbo_charge:R:1
C 4.11 -1.54 -0.75 -0.642
C 4.17 -2.88 -1.20 -0.082
O 4.06 -3.80 -0.21 -0.538
C 3.05 -3.83 0.67 -0.105
C 1.90 -4.13 -0.02 -0.253
N 0.98 -3.13 -0.33 -0.492
C 0.85 -2.90 -1.57 0.818
O 1.39 -3.43 -2.72 -0.673
N 0.15 -1.65 -2.18 -0.381
C -0.50 -0.88 -1.08 0.358
C -0.55 -1.39 0.08 -0.041
C 0.36 -2.47 0.51 0.645
O 0.63 -2.69 1.87 -0.690
N -1.28 -0.36 0.87 -0.368
C -1.57 0.56 -0.12 0.616
N -1.29 0.07 -1.18 -0.546
N -2.39 1.58 0.43 -0.425
C -2.88 2.39 -0.68 -0.213
H -3.82 3.12 -0.47 0.222
H -3.30 1.76 -1.58 0.222
C -1.68 3.39 -1.29 -0.417
C -1.30 3.96 -0.04 -0.050
C -0.14 3.68 0.53 -0.181
C 0.35 4.26 1.75 -0.247
C -0.20 5.58 1.89 -0.112
C -1.43 6.01 1.55 -0.341
C -1.75 5.31 0.58 -0.048
H -2.88 5.62 -0.17 0.127
H -1.92 6.69 2.02 0.227
H 0.12 6.03 3.13 0.166
H 1.31 4.08 2.05 0.216
H 0.60 2.91 0.11 0.198
H -1.03 2.79 -1.69 0.215
H -2.05 4.08 -1.90 0.219
C -2.71 1.78 1.71 -0.229
C -1.84 1.25 2.48 -0.386
C -1.34 -0.11 2.19 -0.201
H -0.72 -0.72 3.02 0.296
H -2.33 -0.84 2.58 0.134
H -2.04 1.25 3.58 0.244
H -0.82 1.85 2.58 0.199
H -3.00 2.63 1.89 0.222
H -3.66 1.23 1.96 0.151
C 0.06 -1.28 -3.37 -0.374
H -1.04 -1.13 -3.80 0.172
H 0.52 -0.19 -3.59 0.176
H 0.35 -1.99 -3.97 0.248
H 1.12 -4.72 0.80 0.235
H 1.89 -4.78 -1.08 0.296
H 3.22 -4.80 1.38 0.214
H 2.91 -2.90 1.10 0.201
H 5.19 -3.19 -1.76 0.189
H 3.38 -3.03 -2.04 0.193
H 4.38 -0.90 -1.54 0.225
H 3.11 -1.22 -0.31 0.183
H 4.70 -1.43 0.05 0.208
```

Values from the calculation:
**ΔE to the lowest compared entry with this formula, charge and spin**: 2178.3 kJ/mol
**HOMO-LUMO gap**: 8.07 eV
**2S+1**: 1
**E_HOMO**: -8.0 eV


4.
C33H37CoF3N3O4 | ωB97M-V with the def2-TZVPD basis set

The geometry in XYZ format:
```
81
Properties=species:S:1:pos:R:3:mulliken_charge:R:1
Co -0.23 -0.20 0.11 -0.021
C 2.24 1.71 -0.67 -0.773
C 2.50 2.42 0.66 0.567
C 3.07 1.45 1.70 -1.475
C 1.24 3.13 1.12 0.917
C 1.25 4.52 1.08 -1.275
C 0.13 5.26 1.43 -1.510
C -1.03 4.60 1.78 -0.396
C -1.08 3.22 1.82 0.803
C -2.39 2.55 2.19 2.187
C -2.73 2.85 3.65 -1.763
C -3.52 2.97 1.26 -1.514
C 0.07 2.47 1.54 -1.144
N 0.05 1.07 1.66 1.156
C -0.02 0.51 2.88 0.430
O -0.02 1.08 3.97 -0.780
C -0.06 -1.00 2.77 -0.091
C -0.41 -1.90 3.76 -0.882
C -0.47 -3.25 3.43 -0.401
C -0.21 -3.67 2.13 -0.720
C 0.13 -2.71 1.20 0.196
N 0.24 -1.43 1.55 1.036
C 0.36 -2.93 -0.27 -0.456
O 0.30 -4.06 -0.76 -0.737
N 0.59 -1.78 -0.92 1.708
C 1.00 -1.77 -2.25 -0.591
C 2.26 -2.27 -2.67 0.164
C 2.51 -2.37 -4.04 -0.776
C 1.60 -1.95 -4.99 -1.462
C 0.45 -1.31 -4.57 -0.519
C 0.16 -1.18 -3.23 0.897
C -1.07 -0.39 -2.83 3.598
C -1.11 0.97 -3.55 -1.788
C -2.35 -1.18 -3.07 -1.726
C 3.40 -2.67 -1.76 0.385
C 3.63 -1.71 -0.60 -1.134
C 3.30 -4.13 -1.31 -1.474
H 3.15 1.23 -1.02 0.396
H 1.91 2.41 -1.43 0.426
H 1.47 0.93 -0.55 -0.150
H 3.25 3.19 0.48 0.664
H 2.44 0.57 1.79 -0.041
H 3.14 1.93 2.67 0.395
H 4.07 1.14 1.39 0.493
H 2.15 5.02 0.77 0.395
H 0.18 6.34 1.43 0.351
H -1.91 5.18 2.03 0.351
H -2.26 1.47 2.08 -0.870
H -2.89 3.91 3.80 0.335
H -1.91 2.53 4.29 0.379
H -3.63 2.31 3.93 0.443
H -3.71 4.04 1.31 0.352
H -4.43 2.45 1.54 0.437
H -3.29 2.72 0.23 0.256
H -0.64 -1.54 4.75 0.553
H -0.76 -3.98 4.18 0.404
H -0.29 -4.70 1.83 0.546
H 3.45 -2.78 -4.35 0.396
H 1.80 -2.10 -6.04 0.361
H -0.23 -0.90 -5.31 0.352
H -0.99 -0.16 -1.74 -1.657
H -1.25 0.84 -4.62 0.369
H -0.18 1.51 -3.38 0.394
H -1.93 1.58 -3.17 0.433
H -2.48 -1.39 -4.14 0.386
H -3.22 -0.64 -2.72 0.391
H -2.30 -2.13 -2.55 0.352
H 4.31 -2.61 -2.39 0.600
H 2.74 -1.57 0.00 -0.144
H 3.93 -0.74 -0.99 0.064
H 4.43 -2.08 0.04 0.523
H 2.45 -4.29 -0.66 0.211
H 4.20 -4.42 -0.79 0.451
H 3.18 -4.77 -2.18 0.316
F -5.38 -1.96 0.68 -0.293
C -4.55 -0.91 0.78 0.628
F -4.83 -0.33 1.96 -0.275
F -4.94 -0.04 -0.17 -0.246
C -3.01 -1.33 0.69 0.034
O -2.75 -2.47 1.03 -0.639
O -2.29 -0.40 0.30 -0.759
```

Values from the calculation:
**ΔE to the lowest compared entry with this formula, charge and spin**: 32.7 kJ/mol
**Net charge**: -1
**HOMO-LUMO gap (alpha / beta)**: 7.73 / 8.06 eV
**2S+1**: 2
**E_HOMO (alpha / beta)**: -5.5 / -5.4 eV
**<S²>**: 0.7663


5.
C4H6N2 | ωB97M-V with the def2-TZVPD basis set

The geometry in XYZ format:
```
12
Properties=species:S:1:pos:R:3:nbo_charge:R:1
H 1.73 -1.45 0.74 0.331
N 0.76 -1.42 0.42 -0.613
C 0.41 -0.23 0.17 0.281
C 1.31 0.99 0.26 -0.684
C -1.05 0.03 -0.14 -0.220
C -1.95 -0.82 -0.89 0.077
N -2.03 -1.02 0.34 -0.248
H 2.14 0.79 0.95 0.222
H 1.74 1.23 -0.72 0.232
H 0.78 1.88 0.61 0.222
H -1.38 1.05 0.05 0.182
H -2.47 -1.05 -1.82 0.218
```

Values from the calculation:
**ΔE to the lowest compared entry with this formula, charge and spin**: 255.9 kJ/mol
**HOMO-LUMO gap**: 10.88 eV
**2S+1**: 1
**E_HOMO**: -9.9 eV
**SMILES**: [H]/N=C(\C)[C@H]1C=N1


6.
C35H49N11O10P | ωB97M-V with the def2-TZVPD basis set

The geometry in XYZ format:
```
106
Properties=species:S:1:pos:R:3:mulliken_charge:R:1
P 0.11 0.02 0.05 -1.407
O -0.36 -1.27 -0.66 1.331
O 0.80 1.06 -0.93 0.613
O 1.09 -0.50 1.03 -0.720
O -1.09 0.68 0.72 -0.486
N -3.60 0.46 0.16 0.499
C -4.52 1.42 0.78 -0.518
C -5.93 0.92 0.43 -0.746
C -5.76 -0.40 -0.27 -1.244
C -4.24 -0.70 -0.37 -0.403
H -2.64 0.41 0.35 0.058
H -4.09 2.19 1.22 0.561
H -6.81 1.25 0.94 0.345
H -6.46 -1.06 -0.41 0.598
H -3.45 -1.35 -0.76 0.901
N 2.16 0.83 -2.88 0.479
C 3.26 0.08 -3.03 -0.590
C 3.87 0.40 -4.42 -1.058
C 3.01 1.54 -4.99 -0.612
C 1.87 1.79 -3.98 -0.606
H 1.74 0.97 -1.85 -0.099
H 3.56 -0.56 -2.33 0.873
H 4.84 0.03 -4.73 0.318
H 3.04 2.18 -5.97 0.248
H 1.07 2.45 -3.82 0.508
N 1.06 -2.46 2.67 0.724
C 1.35 -2.34 4.07 -0.514
C 1.28 -3.73 4.61 -0.915
C 1.07 -4.70 3.44 -1.310
C 0.72 -3.81 2.29 -0.231
H 1.29 -1.53 1.97 -0.047
H 1.41 -1.39 4.53 0.481
H 1.46 -3.97 5.55 0.601
H 0.96 -5.65 3.46 0.669
H 0.56 -3.84 1.15 0.351
N 0.20 3.36 -1.24 1.253
C -1.08 3.63 -1.52 -1.051
C -1.04 5.11 -1.85 -0.946
C 0.47 5.49 -1.82 -1.319
C 1.14 4.25 -1.35 -0.390
H 0.57 2.28 -0.94 -0.563
H -1.70 2.85 -1.32 0.781
H -1.91 5.70 -1.89 0.457
H 0.73 6.43 -1.95 0.562
H 2.18 4.14 -1.19 0.487
N -1.82 -3.18 -1.24 0.759
C -2.40 -3.29 -2.45 -0.093
C -3.21 -4.57 -2.55 -0.878
C -3.03 -5.21 -1.26 -0.925
C -2.10 -4.24 -0.44 -0.500
H -0.99 -2.43 -0.92 -0.115
H -2.25 -2.43 -3.19 0.217
H -3.78 -4.75 -3.40 0.505
H -3.44 -6.20 -1.09 0.339
H -1.73 -4.24 0.55 0.314
N -1.64 2.44 2.31 1.739
C -1.93 3.85 2.06 -0.513
C -2.34 4.51 3.37 -0.514
C -2.30 3.43 4.46 -0.853
C -1.85 2.17 3.66 -0.661
H -1.54 1.74 1.48 -0.485
H -1.84 4.29 1.01 0.166
H -2.63 5.58 3.70 0.262
H -2.26 3.68 5.50 0.360
H -1.67 1.19 3.85 0.327
N 1.39 -2.60 -1.69 1.047
C 2.63 -2.63 -1.10 -0.546
C 3.51 -3.59 -1.85 -0.549
C 2.63 -4.04 -2.99 -0.734
C 1.28 -3.40 -2.79 -0.541
H 0.66 -1.91 -1.33 -0.132
H 2.83 -2.21 -0.11 0.432
H 4.58 -3.78 -1.41 0.248
H 2.85 -4.69 -3.86 0.301
H 0.40 -3.26 -3.47 0.290
N 3.54 -0.03 1.40 0.740
C 4.55 -0.57 2.18 -0.952
C 5.81 0.31 1.94 -1.016
C 5.43 1.30 0.99 -1.098
C 3.91 1.02 0.64 -0.047
H 2.50 -0.20 1.26 0.103
H 4.28 -1.28 2.81 0.729
H 6.67 0.26 2.31 0.699
H 5.96 2.04 0.63 0.649
H 3.24 1.57 -0.14 0.315
C -1.31 0.13 -3.13 0.174
N -2.01 0.20 -4.41 1.180
O -1.95 -0.77 -5.17 -0.624
O -2.82 1.12 -4.61 -0.659
H -0.86 0.99 -2.93 -0.020
H -0.35 -0.58 -3.25 -0.090
H -1.98 0.08 -2.29 0.047
C 1.47 2.90 2.33 -0.026
N 2.64 3.80 2.28 1.114
O 3.08 4.34 1.24 -0.545
O 2.91 4.23 3.37 -0.685
H 0.67 3.20 3.09 0.202
H 1.94 1.99 2.80 0.134
H 1.11 2.61 1.37 -0.280
C -2.06 -1.55 2.26 -0.177
N -3.44 -1.63 2.78 1.106
O -4.33 -2.21 2.21 -0.565
O -3.50 -1.30 3.97 -0.699
H -1.55 -0.70 2.75 -0.108
H -2.02 -1.55 1.22 -0.544
H -1.81 -2.54 2.31 0.752
```

Values from the calculation:
**ΔE to the lowest compared entry with this formula, charge and spin**: 0.0 kJ/mol
**Net charge**: -3
**HOMO-LUMO gap**: 7.05 eV
**2S+1**: 1
**E_HOMO**: -0.8 eV